An isolated molecule of C23H23ClN2O3S. Source: the Open Molecules 2025 dataset; level of theory: ωB97M-V/def2-TZVPD.

Calculated values
Energy relative to the best compared isomer or geometry (same formula, charge and spin) = 0.00 kcal per mole
Kohn-Sham gap = 0.277 Eh
SMILES string = COc1ccc(NC(=O)CSc2c3c(nc4cc(Cl)ccc24)CCCC3)cc1OC
HOMO = -7.78 eV

```
53
Properties=species:S:1:pos:R:3:forces:R:3:lowdin_charge:R:1
C 1.9019 -2.5995 5.2291 0.1291 -0.3328 0.3090 -0.076
H 2.1424 -3.4585 4.5994 -0.0170 0.0643 0.0778 0.093
H 2.7067 -2.4384 5.9464 -0.0578 -0.0335 -0.0322 0.093
H 0.9711 -2.7946 5.7655 0.0751 0.0010 -0.0296 0.096
O 1.8349 -1.4053 4.4831 -0.0655 0.1972 -0.2278 -0.071
C 0.8935 -1.2203 3.5151 -0.0513 0.0468 -0.0688 -0.205
C 0.9120 0.0504 2.9450 -0.0782 -0.2835 0.0725 0.005
C 0.0448 0.4170 1.9384 -0.1290 -0.1308 -0.0223 -0.030
C -0.8807 -0.5051 1.4693 0.1607 -0.1965 0.2502 -0.218
C -0.9264 -1.7744 2.0318 -0.1214 -0.1743 0.0065 0.041
C -0.0532 -2.1508 3.0447 0.1530 0.1115 0.1320 -0.195
O -0.0738 -3.4048 3.5968 0.2282 0.4087 0.0025 -0.111
C -1.0306 -4.3306 3.1393 -0.1465 -0.1589 -0.0666 -0.069
H -0.8980 -4.5581 2.0773 -0.0250 0.0245 0.0209 0.098
H -2.0510 -3.9750 3.3098 0.0311 -0.0042 -0.0309 0.102
H -0.8598 -5.2328 3.7251 -0.0574 0.0310 -0.0689 0.096
H -1.6546 -2.4709 1.6566 -0.0184 -0.0508 0.0063 0.092
N -1.7204 -0.1253 0.4100 -0.1160 0.3811 0.1441 0.140
C -2.5430 -0.9064 -0.3396 -0.1854 0.3876 -0.0884 -0.543
O -2.8282 -2.0578 -0.0895 -0.0564 -0.3199 0.0351 0.060
C -3.0411 -0.2076 -1.5889 0.3280 -0.0986 -0.3205 -0.325
H -3.9784 -0.6510 -1.9190 -0.0002 0.0366 0.1243 0.086
H -3.1425 0.8707 -1.4695 -0.0690 0.0010 0.0402 0.078
S -1.8613 -0.5567 -2.9558 0.0906 0.0836 0.1556 0.986
C -0.3720 0.0993 -2.1925 -0.1998 -0.3515 -0.2891 -0.399
C 0.5554 -0.7547 -1.6406 -0.3328 0.3421 -0.2649 -0.151
C 1.6412 -0.1679 -0.9338 0.0366 0.1618 -0.0434 -0.217
N 1.7956 1.1233 -0.8104 0.4973 0.0284 0.2602 0.172
C 0.9255 1.9666 -1.3885 -0.6802 -0.0708 -0.4092 -0.225
C 1.1340 3.3534 -1.2480 -0.1598 0.3059 -0.1121 -0.035
C 0.2609 4.2312 -1.8301 0.2751 -0.2985 0.1757 -0.668
C -0.8397 3.7813 -2.5785 -0.1328 -0.1294 -0.0630 -0.097
C -1.0642 2.4405 -2.7176 -0.0790 0.2637 -0.0281 -0.050
C -0.2020 1.5008 -2.1205 0.4816 0.0919 0.2616 -0.181
H -1.8935 2.0851 -3.3114 -0.0639 0.0012 -0.0216 0.091
H -1.4944 4.5021 -3.0421 -0.0514 0.0709 -0.0430 0.104
Cl 0.5065 5.9339 -1.6652 0.0305 0.1838 0.0213 0.678
H 1.9905 3.6871 -0.6858 0.0912 0.0744 0.0641 0.115
C 2.6822 -1.0156 -0.2679 0.0390 -0.2397 0.1791 -0.118
C 2.2189 -2.4488 -0.0459 0.2076 -0.0110 -0.1893 -0.181
C 1.6561 -3.0001 -1.3495 -0.1355 0.0123 0.2170 -0.181
C 0.3874 -2.2421 -1.7202 0.1246 -0.3152 -0.0625 -0.157
H -0.4175 -2.5306 -1.0365 -0.0406 -0.0590 -0.0602 0.114
H 0.0604 -2.5139 -2.7264 -0.0431 -0.0185 0.1288 0.103
H 2.3998 -2.8887 -2.1421 0.0610 -0.0541 -0.0483 0.119
H 1.4259 -4.0622 -1.2523 0.0236 -0.0120 -0.0728 0.113
H 1.4467 -2.4688 0.7256 -0.0214 -0.0421 0.0683 0.101
H 3.0579 -3.0555 0.2980 -0.0264 -0.0040 0.0775 0.114
H 3.5701 -1.0109 -0.9082 0.0428 0.0071 0.0151 0.127
H 2.9600 -0.5373 0.6722 0.0116 0.0509 -0.0588 0.114
H -1.5767 0.8284 0.1059 -0.0892 -0.1919 -0.1079 0.137
H 0.0978 1.4083 1.5143 0.0253 0.1254 -0.0740 0.112
H 1.6427 0.7486 3.3195 0.1064 0.0869 0.0586 0.126
```
Forces are in eV/Å.